## i
DFT (ωB97M-V with the def2-TZVPD basis set) results for a structure of composition C29H43BCaF5N7O2PSi.

Calculated values
LUMO energy (eV): 2.4

Geometry as ORCA input:
```
! RIJCOSX wB97M-V def2-TZVPD def2/J DEFGRID3
* xyz -1 1
Ca -0.225 -0.549 -1.138
C 3.167 -0.087 2.467
C 3.386 0.695 1.204
C 4.617 0.949 0.698
C 4.728 1.727 -0.485
C 3.638 2.152 -1.166
C 2.312 1.775 -0.738
N 2.284 1.172 0.542
N 1.190 1.948 -1.338
Si 0.810 3.071 -2.614
C 1.705 2.733 -4.207
C -1.024 2.994 -2.873
C 1.246 4.789 -2.016
H 3.900 0.210 3.214
H 3.293 -1.151 2.256
H 2.167 0.041 2.875
H 5.491 0.573 1.211
H 5.714 1.981 -0.855
H 3.726 2.724 -2.079
H 1.403 1.764 -4.608
H 2.791 2.729 -4.081
H 1.454 3.504 -4.944
H -1.359 1.984 -3.127
H -1.340 3.646 -3.693
H -1.530 3.320 -1.958
H 2.311 5.012 -2.128
H 0.986 4.881 -0.955
H 0.685 5.546 -2.573
N -4.046 3.117 3.088
C -2.943 3.165 2.767
C -1.545 3.248 2.375
C -0.928 4.505 2.377
C 0.456 4.478 2.111
C 1.135 3.353 1.786
N 0.442 2.104 1.617
C -0.922 2.074 2.053
H -1.462 5.401 2.647
H 1.040 5.388 2.186
H 2.198 3.330 1.617
H -1.386 1.103 2.068
O 0.369 -0.084 0.985
C 0.964 1.024 1.096
C -5.498 -3.017 0.371
N -4.239 -2.341 0.630
C -3.407 -2.969 1.645
P -3.583 -1.438 -0.584
O -2.164 -1.121 -0.201
N -4.572 -0.123 -0.750
C -5.096 0.461 0.495
C -3.983 0.923 -1.613
N -3.707 -2.238 -2.004
C -4.456 -1.836 -3.183
C -2.740 -3.316 -2.248
H -6.108 -3.032 1.278
H -5.337 -4.051 0.044
H -6.062 -2.502 -0.406
H -3.919 -2.945 2.611
H -2.464 -2.438 1.737
H -3.199 -4.016 1.394
H -5.771 -0.230 0.995
H -5.648 1.364 0.237
H -4.306 0.749 1.191
H -3.522 0.493 -2.499
H -3.221 1.496 -1.074
H -4.767 1.611 -1.931
H -5.202 -1.088 -2.929
H -4.971 -2.707 -3.597
H -3.786 -1.439 -3.952
H -2.064 -3.443 -1.405
H -2.125 -3.093 -3.121
H -3.261 -4.265 -2.405
F -0.956 -1.839 -4.832
B -0.794 -0.577 -4.307
F -1.417 -0.571 -2.952
F 0.544 -0.253 -4.052
F -1.440 0.398 -5.052
F 0.115 -6.760 -4.429
C 0.470 -5.681 -3.665
C 0.156 -5.669 -2.326
C 0.516 -4.565 -1.561
C 1.197 -3.454 -2.098
C 1.490 -2.274 -1.280
C 1.499 -3.535 -3.472
C 1.137 -4.626 -4.249
H -0.364 -6.514 -1.889
H 0.267 -4.556 -0.504
H 2.361 -1.711 -1.642
H 1.645 -2.544 -0.229
H 1.996 -2.694 -3.943
H 1.359 -4.655 -5.309
*
```

## ii
DFT (ωB97M-V with the def2-TZVPD basis set) results for a structure of composition C29H43BCaF5N7O2PSi.

Calculated values
LUMO energy (eV): 2.2

Geometry as ORCA input:
```
! RIJCOSX wB97M-V def2-TZVPD def2/J DEFGRID3
* xyz -1 1
Ca 1.084 -0.544 0.174
C 2.317 1.921 2.842
C 1.989 0.522 3.303
C 2.450 0.051 4.521
C 2.108 -1.257 4.886
C 1.311 -2.016 4.070
C 0.827 -1.471 2.842
N 1.223 -0.212 2.496
N 0.033 -2.084 1.967
Si -1.071 -3.333 2.286
C -2.199 -3.559 0.786
C -2.138 -2.881 3.800
C -0.422 -5.080 2.692
H 1.738 2.645 3.419
H 2.065 2.038 1.788
H 3.373 2.145 3.001
H 3.065 0.667 5.163
H 2.481 -1.665 5.819
H 1.054 -3.035 4.329
H -2.931 -2.749 0.722
H -2.751 -4.500 0.845
H -1.620 -3.572 -0.140
H -2.440 -1.832 3.751
H -1.559 -3.009 4.718
H -3.041 -3.491 3.887
H 0.225 -5.465 1.900
H -1.262 -5.770 2.801
H 0.145 -5.100 3.627
N 7.775 0.990 1.240
C 6.901 0.251 1.132
C 5.844 -0.697 1.003
C 6.126 -2.059 0.888
C 5.073 -2.943 0.756
C 3.781 -2.443 0.736
N 3.507 -1.143 0.849
C 4.511 -0.290 0.977
H 7.152 -2.400 0.902
H 5.251 -4.005 0.668
H 2.925 -3.102 0.629
H 4.260 0.760 1.048
O 0.190 -2.849 -2.181
C -0.048 -1.869 -1.485
C -2.180 5.192 -0.499
N -1.285 4.209 0.079
C -1.189 4.255 1.527
P -1.066 2.735 -0.709
O -0.209 1.868 0.128
N -0.536 3.239 -2.213
C 0.735 3.981 -2.167
C -0.523 2.262 -3.309
N -2.554 2.030 -1.015
C -3.503 2.520 -1.997
C -3.181 1.419 0.149
H -1.812 6.201 -0.287
H -3.198 5.111 -0.094
H -2.215 5.060 -1.577
H -0.695 5.180 1.840
H -0.601 3.407 1.872
H -2.177 4.220 2.007
H 0.770 4.608 -1.280
H 0.800 4.617 -3.053
H 1.595 3.307 -2.158
H -1.440 1.673 -3.318
H 0.331 1.584 -3.248
H -0.458 2.809 -4.253
H -2.988 3.078 -2.776
H -4.266 3.168 -1.546
H -4.010 1.668 -2.460
H -2.430 0.900 0.743
H -3.927 0.695 -0.185
H -3.684 2.162 0.785
F 3.498 1.795 -2.851
B 3.165 0.800 -1.940
F 2.783 1.379 -0.684
F 4.222 -0.088 -1.719
F 2.025 0.083 -2.386
F -4.590 -2.465 -6.149
C -3.806 -2.136 -5.088
C -2.523 -1.682 -5.315
C -1.736 -1.337 -4.227
C -2.223 -1.432 -2.922
C -1.363 -1.047 -1.769
C -3.515 -1.922 -2.738
C -4.319 -2.269 -3.815
H -2.153 -1.617 -6.331
H -0.720 -0.993 -4.380
H -1.924 -1.089 -0.831
H -0.993 -0.029 -1.896
H -3.904 -2.035 -1.732
H -5.328 -2.635 -3.671
*
```

Most stable = ii

## i
DFT (ωB97M-V with the def2-TZVPD basis set) results for a cluster of 2 separate species, C15H18O2 in total.

Calculated values
SMILES: CCc1ccc(O)cc1.Cc1ccc(O)cc1
LUMO energy (eV): 0.7

Geometry as ORCA input:
```
! RIJCOSX wB97M-V def2-TZVPD def2/J DEFGRID3
* xyz 0 1
C -3.154 0.171 0.437
C -1.639 0.306 0.243
C -1.114 1.709 -0.053
C -1.905 2.820 0.175
C -1.400 4.125 -0.048
C -0.038 4.188 -0.392
O 0.766 5.287 -0.256
C 0.688 3.060 -0.779
C 0.194 1.801 -0.522
H -3.696 0.645 -0.383
H -3.437 0.764 1.321
H -3.471 -0.857 0.594
H -1.243 0.005 1.230
H -1.330 -0.316 -0.600
H -2.974 2.753 0.332
H -2.040 4.988 0.027
H 0.303 6.122 -0.117
H 1.683 3.220 -1.171
H 0.860 0.943 -0.549
C 2.033 -1.850 2.343
C 1.654 -2.352 0.994
C 0.353 -2.436 0.481
C 0.067 -2.747 -0.844
C 1.128 -3.123 -1.672
O 0.953 -3.249 -3.023
C 2.406 -3.298 -1.169
C 2.657 -2.726 0.075
H 3.102 -1.658 2.297
H 1.883 -2.685 3.071
H 1.284 -1.145 2.708
H -0.515 -2.275 1.109
H -0.959 -2.823 -1.161
H 0.110 -2.900 -3.358
H 3.145 -3.681 -1.856
H 3.646 -2.783 0.518
*
```

## ii
DFT (ωB97M-V with the def2-TZVPD basis set) results for a cluster of 2 separate species, C15H18O2 in total.

Calculated values
SMILES: CCc1ccc(O)cc1.Cc1ccc(O)cc1
LUMO energy (eV): 0.7

Geometry as ORCA input:
```
! RIJCOSX wB97M-V def2-TZVPD def2/J DEFGRID3
* xyz 0 1
C -0.899 -0.131 -3.192
C -1.095 -0.791 -1.822
C 0.334 -1.260 -1.447
C 1.194 -0.369 -0.820
C 2.447 -0.730 -0.457
C 2.869 -2.078 -0.675
O 4.200 -2.448 -0.329
C 2.001 -3.027 -1.136
C 0.712 -2.597 -1.646
H -0.350 0.688 -3.075
H -1.879 0.022 -3.788
H -0.566 -0.852 -3.936
H -1.683 -0.137 -1.087
H -1.730 -1.748 -1.883
H 0.850 0.647 -0.628
H 3.172 0.116 -0.078
H 4.701 -1.662 -0.099
H 2.270 -4.246 -1.281
H 0.080 -3.434 -2.141
C -2.971 0.061 2.361
C -1.786 0.897 1.930
C -1.726 1.572 0.686
C -0.672 2.503 0.440
C 0.341 2.512 1.412
O 1.448 3.313 1.150
C 0.299 1.855 2.677
C -0.834 1.103 2.928
H -2.517 -1.010 2.276
H -3.766 -0.043 1.578
H -3.484 0.569 3.239
H -2.439 1.414 0.014
H -0.685 3.169 -0.378
H 2.058 3.681 1.854
H 1.097 1.810 3.427
H -0.991 0.630 3.924
*
```

Most stable = i

## i
DFT (ωB97M-V with the def2-TZVPD basis set) results for a cluster of 2 separate species, C2H8N2O in total.

Calculated values
SMILES: [H]/N=C\O.CN
LUMO energy (eV): 0.5

Geometry as ORCA input:
```
! RIJCOSX wB97M-V def2-TZVPD def2/J DEFGRID3
* xyz 0 1
H -2.412 0.120 0.069
N -1.961 -0.452 0.789
C -1.010 0.256 1.318
O -0.798 1.515 0.912
H -0.446 -0.059 2.202
H -0.035 1.903 1.369
C 0.858 -0.834 -0.523
N 0.942 -0.101 -1.771
H -0.312 -0.870 -0.210
H 1.141 -1.880 -0.670
H 1.487 -0.397 0.261
H 0.644 0.862 -1.641
H 1.903 -0.064 -2.104
*
```

## ii
DFT (ωB97M-V with the def2-TZVPD basis set) results for a cluster of 2 separate species, C2H8N2O in total.

Calculated values
SMILES: NC=O.CN
LUMO energy (eV): 0.8

Geometry as ORCA input:
```
! RIJCOSX wB97M-V def2-TZVPD def2/J DEFGRID3
* xyz 0 1
N 1.892 1.250 -0.282
C 1.563 0.945 0.995
O 2.305 0.518 1.843
H 1.162 1.500 -0.924
H 2.856 1.417 -0.523
H 0.504 1.138 1.229
C -1.666 -0.866 -0.874
N -1.241 -0.969 0.495
H -2.017 0.142 -1.117
H -2.489 -1.542 -1.049
H -0.872 -1.084 -1.596
H -0.351 -0.683 0.849
H -1.647 -1.768 0.955
*
```

Most stable = ii

## i
DFT (ωB97M-V with the def2-TZVPD basis set) results for a cluster of 2 separate species, C2H8N2O in total.

Calculated values
SMILES: C/N=C\N.O
LUMO energy (eV): 0.9

Geometry as ORCA input:
```
! RIJCOSX wB97M-V def2-TZVPD def2/J DEFGRID3
* xyz 0 1
C 0.026 1.202 -0.284
N -0.195 0.286 0.841
C 0.346 0.543 1.940
N 0.981 1.709 2.372
H -0.130 0.651 -1.205
H 1.028 1.629 -0.248
H -0.786 1.934 -0.249
H 0.246 -0.144 2.781
H 1.311 2.389 1.680
H 1.747 1.597 3.016
O -1.200 -3.199 -3.882
H -1.379 -4.110 -3.700
H -0.457 -2.878 -3.336
*
```

## ii
DFT (ωB97M-V with the def2-TZVPD basis set) results for a cluster of 2 separate species, C2H8N2O in total.

Calculated values
SMILES: [H]/N=C/N.CO
LUMO energy (eV): 0.8

Geometry as ORCA input:
```
! RIJCOSX wB97M-V def2-TZVPD def2/J DEFGRID3
* xyz 0 1
H -0.087 2.166 -0.350
N -0.613 1.452 0.145
C -1.678 1.262 -0.544
N -2.510 0.201 -0.323
H -1.777 1.887 -1.427
H -3.283 0.012 -0.940
H -2.012 -0.572 0.073
C 2.182 -1.379 0.435
O 1.999 0.006 0.810
H 1.355 -1.541 -0.257
H 3.165 -1.529 -0.017
H 2.175 -2.031 1.304
H 1.082 0.066 1.091
*
```

Most stable = i

## i
DFT (ωB97M-V with the def2-TZVPD basis set) results for an isolated molecule of C3H5NO3S.

Calculated values
SMILES: CN(S)C(=O)C(=O)O
LUMO energy (eV): 0.4

Geometry as ORCA input:
```
! RIJCOSX wB97M-V def2-TZVPD def2/J DEFGRID3
* xyz 0 1
C 0.104 -1.627 -1.196
N 0.504 -0.447 -0.333
S 1.944 -0.270 0.526
C -0.533 0.461 -0.234
O -1.669 0.109 -0.686
C -0.564 1.894 0.410
O -0.255 2.987 0.020
O -0.710 1.447 1.725
H 0.932 -1.813 -2.045
H -1.031 -1.639 -1.459
H 0.015 -2.564 -0.579
H 1.846 -0.873 1.644
H -0.585 2.336 2.209
*
```

## ii
DFT (ωB97M-V with the def2-TZVPD basis set) results for an isolated molecule of C3H5NO3S.

Calculated values
SMILES: CS/C(=N\O)C(=O)O
LUMO energy (eV): 0.2

Geometry as ORCA input:
```
! RIJCOSX wB97M-V def2-TZVPD def2/J DEFGRID3
* xyz 0 1
C -2.045 -0.799 0.248
S -0.491 -1.442 -0.345
C 0.617 -0.139 -0.163
N 0.496 1.130 -0.162
O -0.776 1.584 -0.327
C 2.068 -0.589 -0.078
O 2.421 -1.750 -0.177
O 2.986 0.434 0.059
H -1.902 -0.398 1.256
H -2.593 -1.746 0.349
H -2.596 -0.087 -0.461
H -0.604 2.567 -0.305
H 2.419 1.234 0.105
*
```

Most stable = ii

## i
DFT (ωB97M-V with the def2-TZVPD basis set) results for a cluster of 2 separate species, C9H14N3 in total.

Calculated values
LUMO energy (eV): -3.4

Geometry as ORCA input:
```
! RIJCOSX wB97M-V def2-TZVPD def2/J DEFGRID3
* xyz 1 1
C 1.602 2.687 0.281
C 2.752 2.090 -0.188
C 0.446 1.880 0.317
C 2.978 0.713 -0.212
C 0.685 0.531 0.071
C 1.917 -0.142 -0.052
C 0.350 -1.691 -0.052
C 2.685 -2.527 -0.487
C -3.274 0.504 -0.992
N -0.305 -0.471 0.273
N 1.677 -1.508 -0.252
N -2.961 -0.092 0.259
H 1.635 3.781 0.392
H 3.601 2.661 -0.354
H -0.533 2.310 0.609
H 3.862 0.300 -0.581
H -0.024 -2.600 0.140
H 3.062 -2.967 0.474
H 2.229 -3.353 -0.940
H 3.468 -2.097 -1.165
H -4.376 0.827 -1.180
H -2.719 1.449 -1.095
H -3.023 -0.195 -1.747
H -1.390 -0.402 0.304
H -3.710 -0.899 0.407
H -3.091 0.614 0.940
*
```

## ii
DFT (ωB97M-V with the def2-TZVPD basis set) results for the ion C9H14N3 with charge +1.

Calculated values
LUMO energy (spin up / spin down) (eV): -5.0 / -5.0

Geometry as ORCA input:
```
! RIJCOSX wB97M-V def2-TZVPD def2/J DEFGRID3
* xyz 1 1
C 3.356 0.273 -0.250
C 2.860 1.527 -0.020
C 2.530 -0.856 -0.053
C 1.498 1.661 -0.056
C 1.038 -0.782 0.103
C 0.799 0.552 0.023
C 0.200 -1.981 0.191
C -1.300 -1.683 -0.227
C -2.002 -0.618 0.473
N -1.766 1.179 -1.240
N -2.258 1.768 0.917
N -1.647 0.743 0.098
H 4.329 0.141 -0.578
H 3.420 2.447 0.003
H 2.899 -1.844 -0.411
H 1.147 2.750 0.073
H 0.605 -2.833 -0.401
H 0.316 -2.357 1.112
H -1.359 -1.629 -1.373
H -1.696 -2.639 0.115
H -3.023 -0.923 0.444
H -1.743 -0.788 1.579
H -1.210 0.407 -1.822
H -2.699 1.415 -1.474
H -1.632 2.497 1.019
H -2.662 1.571 1.755
*
```

Most stable = i

## i
DFT (ωB97M-V with the def2-TZVPD basis set) results for the ion C9H14N3 with charge +1.

Calculated values
SMILES: C=C(C)NC(=[NH2+])c1cccn1C
LUMO energy (eV): -3.5

Geometry as ORCA input:
```
! RIJCOSX wB97M-V def2-TZVPD def2/J DEFGRID3
* xyz 1 1
C 0.446 -0.738 2.141
C -0.251 0.365 1.922
C 0.057 1.635 2.606
N -1.336 0.416 1.074
C -1.351 0.197 -0.226
N -2.438 0.362 -0.972
C -0.369 -0.544 -0.984
C -0.564 -1.794 -1.529
C 0.734 -2.268 -1.923
C 1.599 -1.241 -1.697
N 0.957 -0.143 -1.198
C 1.440 1.224 -1.183
H 1.167 -0.683 2.879
H 0.181 -1.837 1.671
H -0.443 2.427 2.026
H 1.162 1.790 2.432
H -0.247 1.489 3.635
H -2.103 0.910 1.425
H -2.344 0.126 -1.947
H -3.359 0.488 -0.730
H -1.368 -2.380 -1.358
H 1.139 -3.221 -2.269
H 2.653 -1.274 -2.020
H 1.869 1.473 -2.145
H 2.203 1.308 -0.410
H 0.565 1.913 -1.221
*
```

## ii
DFT (ωB97M-V with the def2-TZVPD basis set) results for a structure of composition C9H14N3.

Calculated values
LUMO energy (eV): -4.4

Geometry as ORCA input:
```
! RIJCOSX wB97M-V def2-TZVPD def2/J DEFGRID3
* xyz 1 1
C 0.988 0.789 0.280
C 2.357 0.519 0.016
C 0.165 -1.576 0.223
C 1.333 -2.291 0.570
C -1.161 -1.755 -0.381
C -1.332 -0.242 -0.176
C 3.381 1.585 -0.054
C -1.507 0.608 -1.460
C -2.194 0.217 1.002
N 2.661 -0.651 -0.512
N 2.207 -1.767 -0.544
N 0.142 -0.222 0.214
H 0.464 1.674 0.174
H 1.809 -1.979 1.545
H 1.198 -3.415 0.475
H -1.153 -2.080 -1.487
H -1.874 -2.481 0.181
H 3.780 1.559 -1.043
H 4.170 1.484 0.608
H 2.893 2.638 0.063
H -2.461 0.376 -1.802
H -0.714 0.326 -2.096
H -1.437 1.633 -1.042
H -2.471 -0.648 1.722
H -3.151 0.729 0.622
H -1.495 0.762 1.639
*
```

Most stable = i

## i
DFT (ωB97M-V with the def2-TZVPD basis set) results for an isolated molecule of C2H4N2O3.

Calculated values
LUMO energy (spin up / spin down) (eV): -1.5 / -1.5

Geometry as ORCA input:
```
! RIJCOSX wB97M-V def2-TZVPD def2/J DEFGRID3
* xyz 0 1
C -0.203 -0.305 -0.599
C 0.788 0.270 1.474
N -0.380 -0.857 -1.979
N 0.769 -0.401 0.249
O -1.199 0.466 -0.898
O -1.060 -1.761 -2.346
O 0.061 1.440 1.643
H 1.815 0.365 1.611
H 0.513 -0.339 2.313
H -0.259 -0.212 -2.708
H -0.845 1.334 1.240
*
```

## ii
DFT (ωB97M-V with the def2-TZVPD basis set) results for a cluster of 2 separate species, C2H4N2O3 in total.

Calculated values
LUMO energy (eV): -1.2

Geometry as ORCA input:
```
! RIJCOSX wB97M-V def2-TZVPD def2/J DEFGRID3
* xyz 0 1
C -1.760 -0.018 0.136
C 1.251 0.262 -0.369
N 1.473 1.390 -0.104
N 1.512 -1.079 -0.060
O 1.505 2.562 -0.023
O 2.232 -1.192 0.895
O 1.006 -1.963 -0.678
H -1.896 0.839 -0.526
H -0.993 -0.614 -0.370
H -1.653 0.322 1.281
H -2.677 -0.511 -0.182
*
```

## iii
DFT (ωB97M-V with the def2-TZVPD basis set) results for an isolated molecule of C2H4N2O3.

Calculated values
SMILES: [H]/N=C(\NO)OC=O
LUMO energy (eV): 0.6

Geometry as ORCA input:
```
! RIJCOSX wB97M-V def2-TZVPD def2/J DEFGRID3
* xyz 0 1
H -1.084 -1.750 -0.644
N -1.001 -0.822 -1.178
C -0.605 -0.087 -0.206
N -0.428 -0.083 1.135
O -1.163 -1.136 1.635
O -0.025 1.262 -0.557
C 1.485 1.051 -0.700
O 1.972 -0.047 -0.531
H -0.321 0.798 1.570
H -2.123 -1.262 1.245
H 1.983 2.131 -0.825
*
```

Most stable = iii